i.
{
  "formula": "C36H99N9O9",
  "method": "ωB97M-V/def2-TZVPD",
  "symbols": ["C", "C", "C", "O", "C", "N", "H", "H", "H", "H", "H", "H", "H", "H", "H", "H", "H", "C", "C", "C", "O", "C", "N", "H", "H", "H", "H", "H", "H", "H", "H", "H", "H", "H", "C", "C", "C", "O", "C", "N", "H", "H", "H", "H", "H", "H", "H", "H", "H", "H", "H", "C", "C", "C", "O", "C", "N", "H", "H", "H", "H", "H", "H", "H", "H", "H", "H", "H", "C", "C", "C", "O", "C", "N", "H", "H", "H", "H", "H", "H", "H", "H", "H", "H", "H", "C", "C", "C", "O", "C", "N", "H", "H", "H", "H", "H", "H", "H", "H", "H", "H", "H", "C", "C", "C", "O", "C", "N", "H", "H", "H", "H", "H", "H", "H", "H", "H", "H", "H", "C", "C", "C", "O", "C", "N", "H", "H", "H", "H", "H", "H", "H", "H", "H", "H", "H", "C", "C", "C", "O", "C", "N", "H", "H", "H", "H", "H", "H", "H", "H", "H", "H", "H"],
  "xyz": [[-0.708, 8.196, -1.619], [-1.569, 7.625, -0.468], [-1.790, 6.150, -0.476], [-2.445, 5.694, -1.732], [-3.029, 4.423, -1.538], [-1.153, 7.840, 0.951], [0.349, 8.076, -1.471], [-0.864, 9.287, -1.762], [-1.017, 7.646, -2.515], [-2.592, 8.059, -0.589], [-2.364, 5.782, 0.416], [-0.886, 5.578, -0.388], [-3.739, 4.213, -2.316], [-3.538, 4.429, -0.567], [-2.271, 3.616, -1.526], [-1.021, 8.817, 1.059], [-0.282, 7.377, 1.171], [3.456, -1.212, -0.388], [3.618, 0.332, -0.361], [5.089, 0.671, -0.733], [5.893, 0.382, 0.411], [7.237, 0.786, 0.225], [2.675, 0.942, -1.308], [4.406, -1.677, -0.111], [3.319, -1.496, -1.457], [2.672, -1.638, 0.199], [3.430, 0.679, 0.682], [5.133, 1.796, -0.852], [5.403, 0.163, -1.633], [7.387, 1.825, -0.084], [7.836, 0.177, -0.462], [7.694, 0.663, 1.211], [2.847, 0.635, -2.249], [1.711, 0.756, -1.035], [3.094, -3.623, -5.920], [4.247, -2.674, -5.582], [4.040, -1.926, -4.246], [3.296, -0.756, -4.300], [1.961, -0.958, -4.247], [5.528, -3.389, -5.596], [2.051, -3.298, -5.974], [3.086, -4.429, -5.178], [3.392, -4.091, -6.884], [4.229, -1.908, -6.369], [5.023, -1.529, -3.911], [3.600, -2.569, -3.492], [1.705, -1.726, -3.512], [1.519, -1.275, -5.223], [1.433, -0.035, -4.018], [6.361, -2.821, -5.502], [5.566, -4.114, -4.908], [-6.171, 2.206, 1.327], [-5.042, 1.141, 1.382], [-3.990, 1.593, 2.432], [-3.298, 2.717, 1.828], [-2.507, 3.488, 2.694], [-5.500, -0.223, 1.778], [-5.577, 3.147, 1.316], [-6.771, 2.163, 2.239], [-6.704, 2.098, 0.400], [-4.574, 1.127, 0.387], [-3.323, 0.717, 2.630], [-4.417, 1.907, 3.372], [-1.870, 2.850, 3.303], [-3.148, 4.085, 3.341], [-1.872, 4.123, 2.060], [-4.818, -0.991, 1.731], [-6.264, -0.506, 1.170], [-2.781, -3.549, 3.907], [-3.145, -4.353, 2.679], [-3.536, -5.725, 3.100], [-4.045, -6.527, 2.059], [-4.127, -7.882, 2.359], [-4.200, -3.663, 1.985], [-3.675, -3.519, 4.524], [-2.559, -2.507, 3.564], [-1.926, -3.961, 4.424], [-2.311, -4.448, 1.977], [-4.354, -5.658, 3.832], [-2.630, -6.237, 3.507], [-4.612, -8.380, 1.528], [-4.759, -7.960, 3.282], [-3.130, -8.344, 2.440], [-4.701, -4.221, 1.312], [-4.898, -3.353, 2.637], [3.627, 3.704, -3.403], [2.724, 4.632, -2.523], [1.249, 4.527, -2.919], [1.030, 4.954, -4.249], [1.218, 6.334, -4.555], [2.959, 4.295, -1.095], [3.299, 2.696, -3.385], [4.580, 3.841, -2.935], [3.611, 4.117, -4.380], [3.043, 5.687, -2.609], [0.644, 5.089, -2.194], [0.805, 3.533, -2.859], [0.463, 6.979, -4.096], [1.154, 6.358, -5.639], [2.234, 6.660, -4.222], [2.782, 3.290, -0.921], [2.396, 4.805, -0.407], [1.656, -0.334, 3.486], [0.704, 0.603, 4.206], [-0.557, -0.191, 4.563], [-1.633, 0.698, 4.949], [-2.677, -0.002, 5.695], [1.373, 1.194, 5.391], [1.117, -0.549, 2.537], [1.742, -1.296, 3.980], [2.633, 0.078, 3.248], [0.391, 1.464, 3.549], [-0.298, -0.887, 5.421], [-0.963, -0.821, 3.787], [-2.407, -0.272, 6.682], [-2.962, -0.899, 5.171], [-3.505, 0.705, 5.715], [0.743, 1.590, 6.058], [1.925, 0.494, 5.925], [-0.430, -1.410, -1.544], [-1.003, -1.457, -0.092], [-1.176, -0.015, 0.426], [0.031, 0.704, 0.285], [-0.109, 2.110, 0.035], [-2.203, -2.269, -0.056], [0.599, -1.033, -1.618], [-1.027, -0.776, -2.204], [-0.492, -2.366, -2.053], [-0.262, -1.944, 0.554], [-1.454, -0.064, 1.491], [-1.953, 0.536, -0.117], [-0.573, 2.272, -0.956], [0.892, 2.427, 0.084], [-0.721, 2.545, 0.842], [-2.999, -1.762, -0.434], [-2.567, -2.497, 0.862], [1.766, -4.201, 0.806], [0.928, -5.463, 0.578], [0.229, -5.313, -0.737], [-0.478, -6.413, -1.223], [-1.796, -6.442, -0.642], [1.762, -6.654, 0.654], [2.527, -4.072, 0.058], [2.219, -4.340, 1.775], [1.141, -3.309, 0.801], [0.143, -5.594, 1.366], [1.067, -5.122, -1.432], [-0.437, -4.451, -0.770], [-1.704, -6.567, 0.452], [-2.314, -7.299, -1.074], [-2.327, -5.558, -0.884], [1.264, -7.507, 0.402], [2.577, -6.593, 0.062]],
  "smiles": "COC[C@H](C)N.COC[C@H](C)N.COC[C@H](C)N.COC[C@H](C)N.COC[C@H](C)N.COC[C@H](C)N.COC[C@H](C)N.COC[C@H](C)N.COC[C@H](C)N",
  "charge": 0,
  "orbital_gap_ha": 0.3337,
  "e_lumo_ev": 0.57
}

ii.
{
  "formula": "C36H99N9O9",
  "method": "ωB97M-V/def2-TZVPD",
  "symbols": ["C", "C", "C", "O", "C", "N", "H", "H", "H", "H", "H", "H", "H", "H", "H", "H", "H", "C", "C", "C", "O", "C", "N", "H", "H", "H", "H", "H", "H", "H", "H", "H", "H", "H", "C", "C", "C", "O", "C", "N", "H", "H", "H", "H", "H", "H", "H", "H", "H", "H", "H", "C", "C", "C", "O", "C", "N", "H", "H", "H", "H", "H", "H", "H", "H", "H", "H", "H", "C", "C", "C", "O", "C", "N", "H", "H", "H", "H", "H", "H", "H", "H", "H", "H", "H", "C", "C", "C", "O", "C", "N", "H", "H", "H", "H", "H", "H", "H", "H", "H", "H", "H", "C", "C", "C", "O", "C", "N", "H", "H", "H", "H", "H", "H", "H", "H", "H", "H", "H", "C", "C", "C", "O", "C", "N", "H", "H", "H", "H", "H", "H", "H", "H", "H", "H", "H", "C", "C", "C", "O", "C", "N", "H", "H", "H", "H", "H", "H", "H", "H", "H", "H", "H"],
  "xyz": [[-2.953, 7.199, -17.870], [-4.130, 6.564, -18.625], [-3.828, 5.692, -19.846], [-3.081, 6.232, -20.969], [-3.638, 7.419, -21.512], [-5.015, 5.899, -17.758], [-2.259, 6.613, -17.268], [-3.418, 7.862, -17.141], [-2.451, 7.865, -18.571], [-4.822, 7.365, -18.887], [-4.720, 5.311, -20.343], [-3.220, 4.802, -19.682], [-3.125, 7.707, -22.429], [-3.623, 8.257, -20.815], [-4.595, 7.125, -21.941], [-5.155, 6.491, -16.951], [-4.613, 5.000, -17.535], [-1.596, 2.255, -23.981], [-1.426, 3.450, -23.110], [-0.617, 4.644, -23.616], [-1.344, 5.255, -24.686], [-0.839, 6.520, -25.146], [-2.785, 3.880, -22.695], [-2.068, 2.441, -24.946], [-2.368, 1.660, -23.492], [-0.687, 1.704, -24.226], [-0.968, 3.042, -22.209], [0.305, 4.078, -23.751], [-0.608, 5.330, -22.770], [-1.709, 6.950, -25.642], [0.046, 6.434, -25.777], [-0.630, 7.279, -24.391], [-3.129, 4.299, -23.547], [-2.769, 4.593, -21.980], [-1.103, 6.331, -13.813], [0.058, 7.002, -12.948], [1.346, 6.924, -13.670], [1.575, 5.745, -14.371], [1.831, 4.622, -13.635], [-0.301, 8.399, -12.746], [-1.379, 7.036, -14.597], [-2.043, 6.094, -13.314], [-0.822, 5.391, -14.287], [0.096, 6.442, -12.014], [2.190, 7.124, -13.011], [1.291, 7.741, -14.390], [2.629, 4.184, -14.235], [0.964, 3.967, -13.549], [2.121, 4.786, -12.597], [-0.663, 8.930, -13.525], [-1.116, 8.261, -12.165], [-1.621, 3.026, -17.571], [-0.572, 3.602, -16.711], [0.869, 3.105, -16.973], [0.873, 1.670, -16.700], [2.129, 1.085, -16.813], [-0.434, 5.041, -16.982], [-1.341, 3.316, -18.584], [-2.561, 3.546, -17.386], [-1.753, 1.982, -17.289], [-0.801, 3.578, -15.646], [1.654, 3.546, -16.358], [1.208, 3.194, -18.006], [2.118, 0.001, -16.928], [2.760, 1.198, -15.932], [2.696, 1.481, -17.655], [-0.417, 5.292, -17.960], [0.315, 5.551, -16.536], [-5.050, 0.908, -26.121], [-5.983, 2.067, -25.762], [-5.535, 3.001, -24.639], [-6.234, 4.211, -24.472], [-5.630, 5.177, -23.693], [-5.874, 2.836, -26.989], [-4.679, 0.212, -25.369], [-4.136, 1.279, -26.585], [-5.678, 0.319, -26.789], [-6.956, 1.607, -25.590], [-4.515, 3.228, -24.948], [-5.507, 2.473, -23.685], [-6.162, 6.103, -23.476], [-4.671, 5.454, -24.131], [-5.277, 4.858, -22.713], [-6.424, 3.654, -26.767], [-4.939, 3.208, -26.904], [-6.793, 1.160, -17.075], [-5.452, 1.861, -17.325], [-5.244, 2.023, -18.882], [-5.122, 0.789, -19.577], [-4.382, 0.805, -20.903], [-5.488, 3.186, -16.774], [-6.785, 0.172, -17.535], [-7.604, 1.758, -17.491], [-7.033, 1.043, -16.018], [-4.591, 1.253, -17.044], [-4.337, 2.615, -19.001], [-6.017, 2.620, -19.366], [-4.080, -0.187, -21.238], [-3.396, 1.262, -20.830], [-4.906, 1.364, -21.678], [-5.879, 3.027, -15.857], [-6.117, 3.694, -17.379], [-4.303, 10.291, -18.903], [-4.617, 11.408, -19.909], [-6.252, 11.389, -20.059], [-6.642, 10.085, -20.603], [-6.923, 10.130, -21.997], [-4.218, 12.701, -19.456], [-3.250, 10.350, -18.629], [-4.569, 9.332, -19.350], [-4.816, 10.430, -17.952], [-4.195, 11.163, -20.884], [-6.597, 12.181, -20.723], [-6.866, 11.528, -19.169], [-6.874, 9.107, -22.370], [-6.218, 10.783, -22.511], [-7.906, 10.569, -22.169], [-3.234, 12.658, -19.231], [-4.580, 12.920, -18.539], [-4.659, 8.752, -14.022], [-4.924, 7.321, -14.438], [-5.480, 6.436, -13.296], [-5.880, 5.094, -13.637], [-4.801, 4.227, -13.825], [-5.941, 7.262, -15.463], [-5.483, 9.082, -13.390], [-4.655, 9.378, -14.915], [-3.731, 8.975, -13.496], [-4.024, 6.932, -14.914], [-6.353, 6.964, -12.913], [-4.687, 6.413, -12.548], [-5.133, 3.231, -14.116], [-4.205, 4.022, -12.936], [-4.192, 4.627, -14.635], [-6.717, 7.824, -15.144], [-6.354, 6.341, -15.464], [-8.628, 5.622, -17.559], [-8.676, 5.644, -19.063], [-8.834, 7.066, -19.719], [-9.950, 7.735, -19.168], [-11.162, 7.145, -19.450], [-7.502, 4.956, -19.553], [-7.691, 6.048, -17.201], [-8.654, 4.625, -17.118], [-9.549, 6.133, -17.281], [-9.386, 4.844, -19.275], [-8.859, 6.987, -20.806], [-7.916, 7.523, -19.348], [-11.326, 6.265, -18.829], [-11.359, 6.936, -20.502], [-11.929, 7.810, -19.052], [-6.719, 5.429, -19.124], [-7.510, 3.954, -19.429]],
  "smiles": "COC[C@H](C)N.COC[C@H](C)N.COC[C@H](C)N.COC[C@H](C)N.COC[C@H](C)N.COC[C@H](C)N.COC[C@H](C)N.COC[C@H](C)N.COC[C@H](C)N",
  "charge": 0,
  "orbital_gap_ha": 0.3249,
  "e_lumo_ev": 0.44
}

Which is the most stable structure? i is the most stable.